C3H9N4 as an isolated structure at a distorted geometry, computed with ωB97M-V/def2-TZVPD.

Values from the calculation:
Relative energy (zero: lowest compared OMol25 entry of this formula, charge and spin): 109.4 kcal per mole
Total charge: +1
Lowest unoccupied orbital energy: -3.95 eV
Highest occupied orbital energy: -13.7198 eV
Energy: -9206.8792 eV
Orbital gap: 0.3592 Eh

```
16
Properties=species:S:1:pos:R:3:forces:R:3
C 0.075 -0.890 -1.820 0.14 1.46 4.14
C 1.363 -0.513 -1.106 -1.37 4.58 -1.78
C -1.528 -0.091 -0.225 -0.39 1.72 0.74
N -1.058 -0.836 -1.282 -1.04 -0.61 -1.72
N -0.586 0.886 0.386 -1.00 0.61 -0.82
N -0.979 1.190 1.577 0.87 0.35 -0.20
N 0.980 -0.076 0.274 1.12 -2.38 -0.03
H 0.236 -1.327 -2.719 0.04 -1.62 -2.85
H 1.979 -1.357 -1.316 1.14 -0.51 0.96
H 1.764 0.439 -1.626 -0.20 -1.72 0.59
H -2.420 0.528 -0.513 0.99 -0.08 -0.42
H -1.978 -0.570 0.619 -0.07 -1.73 0.29
H -1.741 0.766 2.117 0.55 -0.31 -0.31
H -0.522 2.020 1.896 -0.30 0.45 0.69
H 0.953 -0.975 0.714 -0.70 -0.72 1.20
H 1.676 0.416 0.823 0.23 0.52 -0.48
```
Positions in Å, forces in eV/Å.

These are the Mulliken partial charges, in e, on atoms 1 to 5:
1. C -0.068
2. C -0.458
3. C -0.454
4. N -0.436
5. N 0.109



An isolated ion of composition C3H9N4O and charge +1 at a distorted geometry, computed with ωB97M-V/def2-TZVPD.

Values from the calculation:
Relative energy (zero: lowest compared OMol25 entry of this formula, charge and spin): 66.9 kcal per mole
Total charge: +1
Lowest unoccupied orbital energy: -4.16 eV
Highest occupied orbital energy: -13.0304 eV
SMILES string: [H]/N=C(/NNC)OC=[NH2+]
Energy: -11255.7546 eV
Orbital gap: 0.3258 Eh

```
17
Properties=species:S:1:pos:R:3:forces:R:3
C -0.834 -0.623 -1.266 1.12 2.11 4.23
C 0.578 -1.540 0.421 0.43 -1.04 1.94
C 0.546 2.320 0.474 -1.48 -1.55 1.00
N -1.314 -0.889 -2.305 -2.72 -3.82 -5.86
N -0.689 0.683 -0.840 0.93 2.35 -2.10
N 0.837 -2.328 1.460 -0.51 1.16 -1.20
N -0.535 1.279 0.377 0.12 -0.23 2.77
O -0.518 -1.631 -0.235 0.63 -0.10 0.70
H 1.388 -0.880 0.204 0.12 0.84 -0.69
H 0.773 2.415 1.586 -0.41 0.56 -1.63
H 1.375 1.871 -0.001 1.27 -0.12 -0.53
H 0.188 3.176 -0.095 0.52 0.56 0.48
H -1.554 -1.851 -2.738 1.03 2.30 1.39
H -0.592 1.394 -1.609 -0.59 -1.64 0.45
H 1.632 -2.181 2.091 -0.38 -0.06 -0.71
H 0.111 -2.951 1.747 -0.37 -0.56 0.39
H -1.393 1.733 0.729 0.28 -0.77 -0.62
```
Positions in Å, forces in eV/Å.

These are the Mulliken partial charges, in e, on atoms 1 to 5:
1. C 0.431
2. C 0.319
3. C -0.828
4. N -0.475
5. N -0.105



A 2-piece molecular cluster, C3H9N5 overall at a distorted geometry, computed with ωB97M-V/def2-TZVPD.

Values from the calculation:
Relative energy (zero: lowest compared OMol25 entry of this formula, charge and spin): 174.5 kcal per mole
Total charge: +2
Lowest unoccupied orbital energy (spin up / spin down): -11.29 / -11.30 eV
Highest occupied orbital energy (spin up / spin down): -18.8529 / -19.1715 eV
Energy: -10682.4277 eV
Orbital gap (spin up / spin down): 0.2778 / 0.2892 Eh

```
17
Properties=species:S:1:pos:R:3:forces:R:3
C -0.755 1.758 -0.211 -1.55 -2.34 -1.22
C 1.700 -0.424 -0.112 0.09 -0.03 -0.28
C -0.527 -1.437 0.276 1.89 0.87 0.43
N 0.468 1.665 0.065 2.25 1.65 1.65
N -1.687 0.743 -0.238 2.18 1.68 0.99
N 0.481 -0.933 -0.621 0.65 -0.43 -0.67
N 1.430 1.002 0.304 5.67 0.54 1.88
N -1.606 -0.389 0.385 -2.02 -2.90 -0.45
H -1.066 2.722 -0.463 -1.09 1.23 -0.87
H 1.879 -1.073 0.813 1.16 1.49 -0.92
H 2.526 -0.223 -0.951 -1.47 -1.25 2.04
H -0.833 -2.449 -0.035 -0.87 0.76 -0.16
H -0.311 -1.523 1.391 0.87 -0.17 -1.35
H -2.529 1.229 -0.409 -2.35 -0.45 0.01
H 0.666 -1.341 -1.540 -1.06 -0.29 0.51
H 2.627 1.630 0.814 -4.13 -1.83 -1.44
H -2.464 -0.957 0.531 -0.20 1.48 -0.15
```
Positions in Å, forces in eV/Å.

These are the Mulliken partial charges, in e, on atoms 1 to 5:
1. C 0.016
2. C -0.358
3. C -0.392
4. N 0.130
5. N 0.023